Entry 1:
The following is a quantum chemistry calculation of a structure of composition C40H51FHgN3P2Si3, from the OMol25 dataset.

```
101
Properties=species:S:1:pos:R:3:forces:R:3
Hg 1.08966 -0.46384 -0.52855 -0.07 0.02 -0.03
C 1.37054 2.44025 4.46236 0.07 0.01 0.06
Si 2.13629 1.95617 2.79532 0.01 -0.04 0.06
C 3.28778 0.50849 3.13050 0.02 -0.02 0.00
C 3.23303 3.42114 2.26724 0.00 0.01 -0.01
N 1.01077 1.52817 1.64759 -0.04 0.10 -0.13
P -0.46414 1.69631 1.13956 -0.05 0.14 0.06
C -0.92114 0.67781 -0.10233 0.32 -0.44 0.04
P -2.18842 -0.29053 -0.61988 -0.05 0.20 -0.04
N -1.89599 -1.78611 -0.98182 -0.16 -0.05 0.10
Si -2.02018 -2.88294 -2.23070 0.05 0.05 -0.08
C -0.55558 -2.79952 -3.41301 0.01 -0.03 -0.02
C -3.58275 -2.70801 -3.29123 -0.01 -0.05 -0.04
C -2.08082 -4.63909 -1.53565 0.02 -0.01 0.06
C -3.61076 -0.23845 0.54366 -0.02 -0.03 0.01
C -4.16386 0.96426 0.97924 -0.02 0.00 -0.02
C -5.20918 0.97530 1.89026 0.01 0.02 -0.03
C -5.71837 -0.22210 2.37991 0.01 -0.01 -0.01
C -5.17531 -1.42527 1.95291 0.00 0.02 -0.01
C -4.12817 -1.43008 1.03784 0.01 -0.01 0.01
C -2.92790 0.51185 -2.11210 -0.01 0.06 -0.04
C -4.29058 0.63210 -2.36837 -0.01 -0.01 -0.03
C -4.74582 1.19667 -3.55654 0.01 -0.01 0.03
C -3.84287 1.63764 -4.51275 0.01 0.00 0.01
C -2.47722 1.51746 -4.27137 -0.02 -0.02 0.00
C -2.03093 0.96969 -3.07948 -0.03 0.00 -0.06
C -0.74048 3.44582 0.61404 -0.02 0.06 0.03
C -0.15593 4.50877 1.29978 -0.01 0.03 -0.04
C -0.36055 5.81954 0.89074 0.01 -0.01 -0.01
C -1.15477 6.08476 -0.21931 0.00 0.00 0.02
C -1.74156 5.03454 -0.91131 0.00 -0.03 -0.01
C -1.53382 3.72468 -0.49423 0.01 -0.02 0.04
C -1.58456 1.59752 2.60304 -0.03 -0.03 0.02
C -2.25175 2.67208 3.18319 0.03 0.00 0.01
C -3.05080 2.49413 4.30797 0.00 -0.01 0.00
C -3.20314 1.23288 4.86209 0.01 0.00 -0.02
C -2.54475 0.14972 4.28854 0.03 0.00 -0.01
C -1.73968 0.33378 3.17613 -0.02 -0.02 0.05
H 2.15500 2.73462 5.17005 -0.04 -0.01 0.00
H 0.81908 1.59927 4.89374 -0.01 0.02 -0.03
H 0.66857 3.27444 4.36812 0.01 0.00 0.00
H 4.15805 0.79554 3.73077 -0.02 0.00 0.00
H 3.63980 0.10256 2.17747 0.01 0.02 0.04
H 2.75723 -0.29340 3.65260 0.00 0.02 -0.02
H 4.25537 3.09059 2.06011 -0.04 0.00 -0.01
H 3.28338 4.19916 3.03714 0.00 -0.02 -0.01
H 2.84350 3.87487 1.35288 0.00 0.00 0.01
H -0.62577 -1.91218 -4.05072 0.00 0.00 0.03
H -0.48729 -3.67854 -4.06334 -0.01 0.03 0.00
H 0.37507 -2.71724 -2.84352 -0.01 -0.01 -0.02
H -3.55978 -1.79193 -3.88861 0.00 -0.01 0.03
H -4.47741 -2.67211 -2.66079 0.02 0.00 -0.02
H -3.68224 -3.55864 -3.97613 0.00 0.03 0.01
H -1.21555 -4.81313 -0.88982 -0.02 0.00 -0.02
H -2.07826 -5.39230 -2.33053 0.00 0.02 0.02
H -2.98228 -4.78234 -0.93073 0.02 0.00 -0.01
H -3.75548 1.90078 0.61166 -0.03 -0.01 0.00
H -5.61348 1.92024 2.23430 0.00 -0.01 0.00
H -6.52806 -0.21319 3.10125 0.01 0.00 0.00
H -5.56288 -2.36300 2.33585 0.00 0.00 0.00
H -3.68324 -2.35798 0.69524 0.00 0.01 -0.01
H -5.00999 0.27299 -1.64112 0.02 0.01 0.01
H -5.81230 1.28463 -3.73399 0.01 0.00 -0.01
H -4.19689 2.07555 -5.43923 0.00 -0.01 0.00
H -1.75799 1.85300 -5.01017 -0.01 0.01 0.01
H -0.96863 0.89862 -2.87627 0.04 0.00 0.02
H 0.47206 4.30632 2.15970 0.02 -0.02 -0.01
H 0.10961 6.63409 1.43080 -0.01 0.00 -0.01
H -1.30630 7.10720 -0.54708 0.00 0.00 0.00
H -2.34891 5.23063 -1.78783 0.00 0.00 0.01
H -1.96005 2.88710 -1.03854 0.01 0.05 -0.02
H -2.15636 3.66185 2.75323 -0.01 -0.01 0.00
H -3.56350 3.34525 4.74349 0.00 -0.01 0.00
H -3.83854 1.08861 5.72862 0.00 0.00 0.00
H -2.66900 -0.84425 4.70363 0.00 0.02 0.00
H -1.23379 -0.51234 2.72128 -0.01 0.02 -0.01
C 4.26455 2.44569 -3.56572 0.01 -0.01 -0.02
Si 2.71180 1.51653 -2.99091 0.17 -0.08 -0.17
C 1.64518 2.76602 -2.10526 -0.06 0.05 0.15
C 1.76653 1.04505 -4.57177 -0.02 0.08 0.03
N 3.10722 0.21992 -1.97125 -0.09 0.02 0.08
C 4.00056 -0.75483 -2.22902 0.12 -0.01 -0.06
C 4.56188 -1.06256 -3.49918 -0.07 -0.04 0.03
C 5.48031 -2.08278 -3.70394 -0.01 0.01 0.01
C 5.91651 -2.87782 -2.65431 -0.03 0.02 0.02
C 5.41063 -2.60573 -1.38208 0.01 -0.01 0.00
C 4.50720 -1.58939 -1.19552 0.04 0.07 -0.03
F 4.11202 -1.34135 0.07739 -0.04 -0.01 0.04
H 4.02077 3.21231 -4.30917 0.01 -0.01 0.02
H 4.99579 1.76150 -4.00393 0.00 0.04 0.00
H 4.73909 2.93701 -2.71123 -0.01 -0.01 -0.02
H 1.56149 3.68441 -2.69681 -0.02 -0.02 0.01
H 2.06723 3.02214 -1.12832 0.01 -0.02 -0.04
H 0.63734 2.38937 -1.91476 -0.01 -0.02 0.00
H 1.48662 1.94843 -5.12697 -0.01 -0.04 0.00
H 0.84928 0.50800 -4.31531 -0.01 -0.01 0.00
H 2.34238 0.40042 -5.24006 0.02 0.01 0.01
H 4.23663 -0.47528 -4.34947 -0.01 -0.01 0.00
H 5.85148 -2.25874 -4.70863 0.01 0.00 0.00
H 6.62443 -3.68247 -2.80804 0.00 0.00 0.00
H 5.72100 -3.17270 -0.51171 0.00 0.00 -0.01
```
Forces are in eV/Å.

Total charge: -2
E_HOMO (alpha / beta), eV: -0.25 / -1.74
⟨S²⟩: 0.757
Largest force on an atom, eV/Å: 0.542
Spin multiplicity: 2

Entry 2:
The following is a quantum chemistry calculation of a structure of composition C40H51N4O3ReSSbSi, from the OMol25 dataset.

```
102
Properties=species:S:1:pos:R:3:forces:R:3
Re 0.72540 -0.58743 0.72958 -2.72 3.99 -4.43
N 1.36325 -1.67742 8.27665 0.01 0.00 0.01
C 1.67114 -1.26676 7.03101 -0.03 0.00 -0.13
C 2.56142 -2.00147 6.21932 0.10 0.04 -0.25
C 2.82658 -1.60427 4.92763 0.11 -0.11 0.18
C 2.21175 -0.46229 4.42872 -0.23 0.16 -1.02
C 1.33201 0.28025 5.20675 -0.21 0.11 0.13
C 1.06745 -0.11124 6.49680 0.11 0.06 -0.10
S 2.28595 -0.11272 2.70942 3.20 -0.07 3.56
O 1.04621 0.64451 2.41044 -1.05 -0.55 -1.06
O 3.48047 0.46450 2.18716 -0.28 -0.37 0.23
N 1.98290 -1.56595 1.97442 -1.13 0.79 0.98
C 2.78210 -1.93524 0.94003 1.80 -1.11 -2.06
N 4.04841 -2.25113 1.01296 -0.63 0.21 0.79
C 4.66560 -2.51005 -0.13058 0.03 -0.04 -0.45
C 4.00970 -2.47591 -1.35743 -0.22 -0.05 0.27
C 2.66254 -2.14872 -1.36413 0.14 -0.02 -0.53
N 2.04536 -1.86505 -0.21869 0.56 -0.01 1.53
H 1.84088 -2.45084 8.70469 -0.01 0.03 0.01
H 0.75781 -1.12139 8.85473 0.06 -0.05 0.06
H 3.01835 -2.89961 6.60654 0.08 -0.05 0.06
H 3.49362 -2.16971 4.29088 0.06 -0.17 0.07
H 0.85136 1.14826 4.78137 -0.11 0.10 0.11
H 0.38567 0.46079 7.10845 -0.04 0.08 0.03
H 5.71646 -2.74232 -0.03868 0.11 -0.07 -0.17
H 4.53015 -2.69470 -2.27255 0.01 -0.06 -0.16
H 2.06861 -2.10288 -2.26807 0.08 0.07 -0.03
C 0.33969 -4.80841 1.19452 -0.08 0.17 -0.15
C -0.61906 -4.16408 2.18030 0.09 0.40 -0.18
C 0.10717 -3.79850 3.46312 -0.04 0.30 -0.07
C -1.82185 -5.05060 2.45800 -0.13 0.31 -0.15
Sb -1.32716 -2.23097 1.18792 -0.73 -0.72 0.43
C -2.75961 -1.13028 2.64087 0.32 -0.12 -0.35
C -3.23484 -2.05240 3.74672 0.22 -0.18 -0.19
C -1.91661 0.00419 3.18478 0.23 -0.12 -0.15
C -3.94322 -0.61635 1.85065 0.15 -0.15 -0.21
C -2.10097 -2.63590 -0.94610 0.19 0.17 0.45
C -2.92163 -3.90372 -1.04217 0.14 0.00 0.34
C -2.90184 -1.40385 -1.31740 0.10 0.05 0.28
C -0.85394 -2.70524 -1.80755 0.12 0.02 0.39
H 0.78227 -5.70271 1.63470 -0.02 -0.08 0.09
H 1.15487 -4.12895 0.94348 0.08 -0.06 -0.07
H -0.16961 -5.10794 0.27993 0.03 -0.05 -0.11
H 0.51814 -4.70171 3.91456 -0.02 -0.17 0.02
H -0.56462 -3.34186 4.18791 0.06 0.03 0.09
H 0.93986 -3.12313 3.26886 -0.06 -0.06 0.14
H -1.48182 -6.00080 2.86911 0.12 -0.10 0.01
H -2.38943 -5.26027 1.55544 -0.09 -0.11 -0.10
H -2.48593 -4.60174 3.18955 -0.09 -0.01 0.08
H -2.41638 -2.45237 4.34035 0.01 -0.08 0.03
H -3.83815 -2.86616 3.35202 -0.05 -0.10 0.06
H -3.86669 -1.47772 4.42286 -0.10 0.14 0.05
H -1.07489 -0.37586 3.76573 0.08 0.07 0.03
H -2.52087 0.63035 3.83964 -0.14 0.06 0.08
H -1.53644 0.63411 2.37697 -0.03 0.12 0.11
H -4.50758 -1.44891 1.43939 -0.19 0.00 -0.15
H -3.63490 0.05107 1.04962 -0.09 0.09 -0.08
H -4.60824 -0.06792 2.51763 -0.03 0.08 0.10
H -3.77794 -3.88392 -0.37393 -0.15 -0.04 0.06
H -2.32928 -4.79011 -0.83127 0.04 -0.14 0.03
H -3.29838 -3.99900 -2.06031 -0.04 0.04 -0.14
H -3.86679 -1.39951 -0.81904 -0.05 0.17 0.02
H -3.07914 -1.40056 -2.39162 -0.01 -0.02 -0.16
H -2.32965 -0.50641 -1.06557 -0.23 0.18 -0.14
H -0.22241 -3.55323 -1.55046 0.14 -0.05 0.01
H -0.28837 -1.77425 -1.69618 0.12 0.02 -0.27
H -1.15011 -2.80649 -2.85023 -0.02 0.04 -0.16
O 0.22294 0.94523 -0.53969 -0.86 -5.14 3.83
Si 0.89203 2.18360 -1.27196 2.59 4.11 -2.25
C 1.51315 1.67772 -3.00297 -0.67 0.08 1.13
C 2.58712 0.80003 -3.07435 -0.08 -0.10 -0.25
C 3.24189 0.58441 -4.27321 0.06 -0.18 0.11
C 2.80957 1.23700 -5.41712 0.02 -0.01 -0.12
C 1.72572 2.09643 -5.35811 -0.06 0.07 -0.10
C 1.07801 2.31886 -4.15333 0.03 -0.13 -0.07
C -0.10928 3.79871 -1.41818 0.11 -1.48 0.24
C -1.40301 3.94541 -0.94288 -0.04 0.24 -0.27
C -2.07744 5.14168 -1.13877 -0.15 0.03 0.16
C -1.45637 6.19644 -1.78785 -0.09 0.03 0.05
C -0.15659 6.05889 -2.24640 0.19 -0.04 0.04
C 0.51759 4.86660 -2.05287 -0.08 0.05 -0.07
C 2.50172 2.86960 -0.43116 -1.51 -1.27 -0.54
C 3.62544 3.18106 -1.18163 0.38 0.03 0.16
C 4.73894 3.72454 -0.55953 -0.02 0.03 -0.25
C 4.73033 3.95585 0.80429 0.16 0.05 0.07
C 3.60368 3.65886 1.54850 -0.27 0.05 0.17
C 2.48218 3.12959 0.92795 0.45 0.18 0.19
H 2.92969 0.30713 -2.17408 0.22 0.04 0.14
H 4.10180 -0.06804 -4.30421 0.10 -0.09 -0.11
H 3.31910 1.07496 -6.35457 0.06 0.01 -0.08
H 1.38841 2.61406 -6.24336 0.00 -0.01 -0.13
H 0.24026 2.99678 -4.10559 -0.08 0.14 -0.03
H -1.88889 3.12355 -0.43992 -0.17 -0.12 0.09
H -3.08937 5.24618 -0.77825 -0.11 0.08 0.03
H -1.97601 7.13290 -1.92673 -0.09 0.03 -0.02
H 0.34438 6.87534 -2.74465 -0.02 0.11 -0.03
H 1.53362 4.76612 -2.40476 0.14 0.02 -0.06
H 3.65462 3.00037 -2.24580 -0.02 -0.01 -0.08
H 5.60645 3.96607 -1.15484 0.13 0.06 0.01
H 5.60307 4.37515 1.28213 0.06 0.03 0.06
H 3.58437 3.84684 2.61110 0.07 0.07 0.14
H 1.59627 2.91996 1.50843 -0.13 0.05 0.12
```
Forces are in eV/Å.

Total charge: +2
E_HOMO (alpha / beta), eV: -12.60 / -12.60
⟨S²⟩: 0.759
Largest force on an atom, eV/Å: 6.553
Energy above the lowest of the compared OMol25 structures with the same formula, charge and spin, eV: 1.202
Spin multiplicity: 2